--- P ---
The molecule HNO2, computed with the ωB97M-V functional and the def2-TZVPD basis.

E_LUMO = 0.1 eV
Structure (SMILES) = O=NO
Kohn-Sham gap = 0.3985 Eh
E_HOMO = -10.75 eV

Structure (ORCA input):
```
! RIJCOSX wB97M-V def2-TZVPD def2/J DEFGRID3
* xyz 0 1
O -1.474 -0.298 -0.057
O 0.582 -0.282 -0.166
N -0.573 0.463 -0.131
H 1.464 0.117 0.354
*
```



--- Q ---
The molecule HNO2, computed with the ωB97M-V functional and the def2-TZVPD basis.

E_LUMO = 0.0 eV
Structure (SMILES) = O=NO
Kohn-Sham gap = 0.3948 Eh
E_HOMO = -10.72 eV

Structure (ORCA input):
```
! RIJCOSX wB97M-V def2-TZVPD def2/J DEFGRID3
* xyz 0 1
O 0.698 -0.360 -0.037
O -1.504 -0.332 -0.012
N -0.559 0.366 -0.041
H 1.365 0.326 0.090
*
```



Most stable to least stable, the ends of the list are Q and P.



--- P ---
A cluster of 2 separate species, C2H7O2PS in total, computed with the ωB97M-V functional and the def2-TZVPD basis.

E_LUMO (spin up / spin down) = -1.9 / -0.4 eV
Kohn-Sham gap (spin up / spin down) = 0.2685 / 0.3347 Eh
E_HOMO (spin up / spin down) = -9.19 / -9.46 eV

Structure (ORCA input):
```
! RIJCOSX wB97M-V def2-TZVPD def2/J DEFGRID3
* xyz 0 1
S 0.224 -0.362 0.458
P -1.177 -0.402 -1.147
O 1.606 -0.161 0.066
O -0.313 0.605 1.352
C 0.151 -2.053 1.184
C 0.226 2.335 -1.497
H -0.988 -2.275 1.293
H -0.148 3.128 -2.101
H 0.682 -2.059 1.995
H 1.043 1.711 -1.519
H -2.133 -0.063 -0.213
H 0.692 -2.678 0.551
H 0.135 2.275 -0.422
*
```



--- Q ---
A cluster of 2 separate species, C2H7O2PS in total, computed with the ωB97M-V functional and the def2-TZVPD basis.

E_LUMO (spin up / spin down) = -1.4 / -2.4 eV
Kohn-Sham gap (spin up / spin down) = 0.3019 / 0.2312 Eh
E_HOMO (spin up / spin down) = -9.65 / -8.71 eV

Structure (ORCA input):
```
! RIJCOSX wB97M-V def2-TZVPD def2/J DEFGRID3
* xyz 0 1
S 0.032 0.701 -1.079
P 0.886 -2.244 -0.175
O -1.290 0.581 -0.384
O -0.112 0.893 -2.508
C -0.709 -2.171 0.845
C 0.617 2.280 -0.263
H 1.275 -1.422 0.957
H 1.269 2.633 -1.174
H -1.486 -2.922 0.518
H -0.112 3.065 0.010
H -0.608 -2.332 1.982
H 1.333 2.118 0.563
H -1.096 -1.179 0.709
*
```



Most stable to least stable, the ends of the list are Q and P.



--- P ---
A structure of composition C7H15NO, computed with the ωB97M-V functional and the def2-TZVPD basis.

E_LUMO = 0.3 eV
Kohn-Sham gap = 0.3017 Eh
E_HOMO = -7.89 eV

Structure (ORCA input):
```
! RIJCOSX wB97M-V def2-TZVPD def2/J DEFGRID3
* xyz 0 1
O -0.681 -1.858 -1.169
N -1.684 1.735 0.232
C 1.073 0.387 1.369
C 1.875 -1.582 -0.021
C -1.837 0.443 -0.389
C 1.078 -0.281 0.000
C -1.728 -0.715 0.670
C -0.682 -0.995 -0.315
C 1.335 0.595 -1.104
H 1.755 0.164 -2.007
H 0.061 0.884 -1.797
H -1.756 2.483 -0.447
H 1.796 -2.070 -0.990
H -1.409 -0.329 1.630
H -2.554 -1.424 0.696
H 1.630 1.616 -0.898
H -2.731 0.295 -1.002
H 0.443 1.274 1.376
H 0.729 -0.300 2.144
H -2.367 1.890 0.964
H 2.091 0.684 1.633
H 2.928 -1.374 0.190
H 1.505 -2.281 0.731
H -0.870 0.760 -1.498
*
```



--- Q ---
A structure of composition C7H15NO, computed with the ωB97M-V functional and the def2-TZVPD basis.

E_LUMO = 0.5 eV
Kohn-Sham gap = 0.3578 Eh
E_HOMO = -9.28 eV

Structure (ORCA input):
```
! RIJCOSX wB97M-V def2-TZVPD def2/J DEFGRID3
* xyz 0 1
O -0.012 0.040 -1.581
N 1.707 -1.123 0.388
C 1.405 0.304 0.352
C -0.426 2.043 -0.314
C 2.591 1.053 -0.264
C -1.772 -1.034 0.434
C -1.870 -1.616 -0.844
C -2.082 -1.197 1.702
C 0.115 0.629 -0.433
H -1.600 -2.668 -0.919
H 1.271 0.643 1.385
H -2.759 -1.350 -1.411
H -1.759 -0.513 2.474
H 3.503 0.798 0.275
H -2.761 -1.987 2.004
H 0.963 -1.632 0.855
H 0.206 2.727 -0.884
H 1.750 -1.475 -0.564
H -0.890 -0.921 -1.456
H 2.453 2.133 -0.217
H -0.441 2.376 0.724
H -1.433 2.096 -0.726
H 2.710 0.764 -1.309
H -0.867 -0.091 0.328
*
```



Most stable to least stable, the ends of the list are Q and P.



--- P ---
A cluster of 2 separate species, C3HCl3O in total, computed with the ωB97M-V functional and the def2-TZVPD basis.

E_LUMO = 0.6 eV
Kohn-Sham gap = 0.3798 Eh
E_HOMO = -9.72 eV

Structure (ORCA input):
```
! RIJCOSX wB97M-V def2-TZVPD def2/J DEFGRID3
* xyz 0 1
Cl -0.251 -1.244 1.660
Cl 1.726 1.577 -0.956
Cl -0.394 1.888 1.040
O -1.601 -0.301 -1.124
C -2.547 -0.681 -1.593
C 0.888 -0.566 0.600
C 0.722 0.710 0.260
H 1.458 -1.382 0.112
*
```



--- Q ---
The molecule C3HCl3O, computed with the ωB97M-V functional and the def2-TZVPD basis.

E_LUMO = -0.5 eV
Kohn-Sham gap = 0.3471 Eh
E_HOMO = -9.97 eV

Structure (ORCA input):
```
! RIJCOSX wB97M-V def2-TZVPD def2/J DEFGRID3
* xyz 0 1
Cl 1.784 -2.302 -0.385
Cl 3.878 0.897 0.233
Cl -0.439 -0.755 2.031
O 0.814 1.229 0.803
C 0.257 -0.008 0.551
C 1.516 -0.712 0.142
C 2.409 0.262 0.310
H -0.551 0.022 -0.188
*
```



Most stable to least stable, the ends of the list are P and Q.



--- P ---
The molecule C4H4N2OS, computed with the ωB97M-V functional and the def2-TZVPD basis.

E_LUMO = 0.4 eV
Structure (SMILES) = [H]/N=C\n1ccoc1=S
Kohn-Sham gap = 0.3344 Eh
E_HOMO = -8.71 eV

Structure (ORCA input):
```
! RIJCOSX wB97M-V def2-TZVPD def2/J DEFGRID3
* xyz 0 1
S 0.816 -1.249 -2.183
O -1.468 -0.476 -1.368
N 2.474 -0.531 0.585
N 0.146 0.102 0.120
C -1.030 0.664 0.506
C -1.944 0.393 -0.360
C -0.149 -0.579 -1.068
C 1.368 0.002 0.914
H -1.073 1.102 1.486
H -2.953 0.951 -0.254
H 1.303 0.187 2.127
H 2.509 -0.566 -0.506
*
```



--- Q ---
The molecule C4H4N2OS, computed with the ωB97M-V functional and the def2-TZVPD basis.

E_LUMO = -0.3 eV
Structure (SMILES) = [H]/N=C1\NC(=O)[C@H]2S[C@@H]12
Kohn-Sham gap = 0.3365 Eh
E_HOMO = -9.42 eV

Structure (ORCA input):
```
! RIJCOSX wB97M-V def2-TZVPD def2/J DEFGRID3
* xyz 0 1
S -0.257 2.106 -0.602
O 2.620 -0.578 -0.083
N 0.310 -0.683 -0.855
N -1.992 -1.244 0.068
C -0.611 0.789 0.494
C -0.888 -0.518 -0.101
C 0.849 1.042 0.517
C 1.500 -0.130 -0.078
H 0.393 -1.409 -1.629
H -1.278 1.290 1.334
H 1.201 1.555 1.367
H -1.847 -2.221 -0.430
*
```



Most stable to least stable, the ends of the list are Q and P.



--- P ---
The molecule C4H4N2OS, computed with the ωB97M-V functional and the def2-TZVPD basis.

E_LUMO = -0.4 eV
Structure (SMILES) = [H]/N=c1/ccon1C=S
Kohn-Sham gap = 0.3143 Eh
E_HOMO = -8.94 eV

Structure (ORCA input):
```
! RIJCOSX wB97M-V def2-TZVPD def2/J DEFGRID3
* xyz 0 1
S -3.276 -0.190 -0.001
O -0.524 -1.391 0.002
N -0.604 -0.009 -0.003
N 1.008 1.817 0.006
C 0.688 0.588 -0.004
C -1.825 0.560 0.011
C 0.814 -1.660 0.008
C 1.581 -0.581 -0.004
H 0.184 2.445 -0.001
H 2.653 -0.507 -0.014
H 1.029 -2.707 0.007
H -1.729 1.635 -0.007
*
```



--- Q ---
The molecule C4H4N2OS, computed with the ωB97M-V functional and the def2-TZVPD basis.

E_LUMO = -0.3 eV
Structure (SMILES) = N#C/C(=C/N)C(O)=S
Kohn-Sham gap = 0.3131 Eh
E_HOMO = -8.81 eV

Structure (ORCA input):
```
! RIJCOSX wB97M-V def2-TZVPD def2/J DEFGRID3
* xyz 0 1
S -2.910 -0.318 0.151
O -0.967 0.120 -1.528
N 1.620 0.291 -0.911
N -0.567 -0.513 3.197
C 1.113 0.068 0.302
C -0.446 -0.339 2.058
C -0.203 -0.127 0.667
C -1.327 -0.099 -0.245
H -1.779 0.108 -2.048
H 1.856 0.080 1.116
H 0.998 0.330 -1.706
H 2.611 0.401 -1.052
*
```



Most stable to least stable, the ends of the list are Q and P.



--- P ---
A cluster of 2 separate species, CH4N2Si in total, computed with the ωB97M-V functional and the def2-TZVPD basis.

E_LUMO = -2.8 eV
Kohn-Sham gap = 0.3230 Eh
E_HOMO = -11.60 eV

Structure (ORCA input):
```
! RIJCOSX wB97M-V def2-TZVPD def2/J DEFGRID3
* xyz 0 1
Si 1.059 0.297 0.154
N -0.003 -1.070 0.133
N -3.017 0.412 -0.066
C -1.983 -0.045 -0.009
H -0.148 -1.577 -0.732
H 2.228 0.017 -0.685
H 0.443 1.524 -0.353
H 1.422 0.442 1.558
*
```



--- Q ---
A cluster of 2 separate species, CH4N2Si in total, computed with the ωB97M-V functional and the def2-TZVPD basis.

E_LUMO = -0.3 eV
Structure (SMILES) = N=[SiH2].C#N
Kohn-Sham gap = 0.3727 Eh
E_HOMO = -10.48 eV

Structure (ORCA input):
```
! RIJCOSX wB97M-V def2-TZVPD def2/J DEFGRID3
* xyz 0 1
Si -1.489 -0.423 -0.184
N -1.035 1.122 -0.215
N 3.414 -0.375 -0.125
C 2.419 -0.034 0.310
H -2.749 -1.153 -0.046
H -1.645 1.916 -0.087
H 1.479 0.314 0.660
H -0.394 -1.367 -0.314
*
```



Most stable to least stable, the ends of the list are Q and P.



--- P ---
The ion C2H2O4P with charge -1, computed with the ωB97M-V functional and the def2-TZVPD basis.

E_LUMO = 4.0 eV
Structure (SMILES) = O=[P@@H](O)C1=C([O-])O1
Kohn-Sham gap = 0.3148 Eh
E_HOMO = -4.56 eV

Structure (ORCA input):
```
! RIJCOSX wB97M-V def2-TZVPD def2/J DEFGRID3
* xyz -1 1
P -0.740 -0.910 -0.414
O -2.227 -0.837 -0.757
O -0.197 0.444 0.417
O 1.387 -1.840 0.995
O 2.295 -3.070 -0.794
C -0.108 -2.285 0.531
C 1.364 -2.553 -0.120
H 0.026 -0.800 -1.638
H 0.460 -0.092 0.788
*
```



--- Q ---
A structure of composition C2H2O4P, computed with the ωB97M-V functional and the def2-TZVPD basis.

E_LUMO = 4.2 eV
Kohn-Sham gap = 0.2888 Eh
E_HOMO = -3.67 eV

Structure (ORCA input):
```
! RIJCOSX wB97M-V def2-TZVPD def2/J DEFGRID3
* xyz -1 1
P -0.949 -0.949 -0.642
O 0.141 -1.598 -1.389
O 0.302 -0.671 1.434
O -0.899 0.624 -0.661
O -2.336 -1.405 -0.684
C 0.385 1.051 -0.147
C 0.806 0.380 0.947
H 1.672 0.606 1.521
H 0.879 1.962 -0.379
*
```



Most stable to least stable, the ends of the list are Q and P.



--- P ---
A cluster of 3 separate species, C3H10NO4 in total, computed with the ωB97M-V functional and the def2-TZVPD basis.

E_LUMO = 3.8 eV
Kohn-Sham gap = 0.3295 Eh
E_HOMO = -5.16 eV

Structure (ORCA input):
```
! RIJCOSX wB97M-V def2-TZVPD def2/J DEFGRID3
* xyz -1 1
O -1.046 0.969 1.042
O 1.028 1.848 0.865
O -3.484 0.416 0.336
O 3.361 0.375 1.054
N -0.361 -1.806 0.232
C 0.134 0.402 -0.897
C 0.072 1.173 0.479
C 0.377 -1.129 -0.806
H 0.834 0.960 -1.562
H -0.257 -1.253 1.091
H -1.371 -1.659 0.247
H -0.770 0.471 -1.526
H 3.173 1.218 0.626
H 2.475 0.044 1.113
H 1.450 -1.233 -0.586
H -3.370 0.132 -0.588
H -2.575 0.625 0.696
H 0.330 -1.554 -1.817
*
```



--- Q ---
A cluster of 3 separate species, C3H10NO4 in total, computed with the ωB97M-V functional and the def2-TZVPD basis.

E_LUMO = 3.8 eV
Kohn-Sham gap = 0.2987 Eh
E_HOMO = -4.30 eV

Structure (ORCA input):
```
! RIJCOSX wB97M-V def2-TZVPD def2/J DEFGRID3
* xyz -1 1
O 3.540 0.565 0.056
O -2.982 0.980 1.653
O 0.991 -0.148 -0.122
O 1.473 -2.729 0.277
N -1.058 0.352 -1.258
C -2.164 1.020 0.770
C -1.753 -0.132 -0.097
C 0.354 0.702 -0.986
H -1.254 -0.855 0.559
H 2.537 0.448 0.106
H 1.261 -1.757 0.172
H 3.753 -0.134 -0.573
H 0.438 1.728 -0.601
H 2.429 -2.728 0.400
H -1.034 -0.358 -1.978
H -2.700 -0.594 -0.381
H -1.628 1.974 0.548
H 0.812 0.704 -1.999
*
```



Most stable to least stable, the ends of the list are P and Q.



--- P ---
The molecule C9H10, computed with the ωB97M-V functional and the def2-TZVPD basis.

E_LUMO = 1.0 eV
Structure (SMILES) = C=CCc1ccccc1
Kohn-Sham gap = 0.3705 Eh
E_HOMO = -9.10 eV

Structure (ORCA input):
```
! RIJCOSX wB97M-V def2-TZVPD def2/J DEFGRID3
* xyz 0 1
C 0.664 1.085 -1.353
C 1.162 -0.059 -2.306
C -0.850 -0.470 2.379
C 0.301 -1.018 -2.631
C 0.162 0.546 -0.046
C -1.224 0.406 0.110
C -1.814 -0.164 1.373
C 0.991 0.118 0.947
C 0.465 -0.462 2.116
H -0.181 1.374 -1.889
H 1.267 -0.805 2.724
H -2.323 0.777 -0.545
H 1.654 1.636 -1.198
H -0.705 -0.970 -2.558
H 2.208 0.237 -2.493
H -2.717 0.157 1.647
H 2.265 0.290 0.870
H 0.544 -1.839 -3.518
H -1.159 -0.750 3.427
*
```



--- Q ---
The molecule C9H10, computed with the ωB97M-V functional and the def2-TZVPD basis.

E_LUMO = 0.2 eV
Structure (SMILES) = C#CC(=C)/C=C/C1CC1
Kohn-Sham gap = 0.3293 Eh
E_HOMO = -8.79 eV

Structure (ORCA input):
```
! RIJCOSX wB97M-V def2-TZVPD def2/J DEFGRID3
* xyz 0 1
C -0.926 0.701 -0.443
C 2.720 -0.644 -0.011
C -2.248 0.497 0.065
C 0.119 0.115 -0.053
C -3.244 -0.484 -0.543
C -2.638 -0.879 0.763
C 1.734 0.397 -0.049
C 2.113 1.739 0.319
C 3.512 -1.542 -0.291
H -2.865 -0.974 -1.426
H 3.124 2.498 0.689
H -0.290 -0.793 0.653
H -2.847 -1.090 1.947
H -1.817 -1.576 0.601
H -2.605 1.308 0.627
H -4.249 0.035 -0.661
H -0.753 1.432 -1.359
H 1.120 2.211 0.165
H 4.332 -2.453 0.219
*
```



Most stable to least stable, the ends of the list are P and Q.